[1]
2 unconnected molecules or ions with the total composition C4H14N2O, computed with ωB97M-V/def2-TZVPD.

Structure (XYZ):
```
21
Properties=species:S:1:pos:R:3:forces:R:3:mulliken_charge:R:1
H 0.40625 -2.02322 -1.95622 -0.011 -0.279 0.229 0.3484
H 0.78618 1.63837 -1.01149 -0.067 -0.115 -0.152 0.3914
H -1.06334 -0.18826 -1.85456 0.110 0.116 0.019 0.3761
C -0.04098 1.14784 -0.48571 0.211 0.004 -0.098 -0.6776
H -0.92165 1.76236 -0.66202 -0.044 0.128 -0.011 0.3055
H 2.19146 0.51028 0.62036 0.124 0.026 -0.147 0.3454
C 0.82093 -1.12445 -1.50791 0.547 0.519 -0.415 -0.4909
H -4.33117 -0.04600 2.93880 0.326 -0.358 0.151 0.3235
H -0.85300 -0.80516 -0.22994 -0.042 0.052 -0.136 0.2714
N 0.27235 1.25439 0.93236 -0.427 -0.373 0.208 -0.3964
N 1.66333 -0.47536 -2.54120 -0.245 -0.136 -0.030 -0.5692
H 1.81545 0.86777 2.28288 -0.070 -0.171 0.089 0.3203
O -3.74322 -0.79085 3.14709 -0.239 0.342 -0.142 -0.6430
H 1.19017 -0.61364 1.51666 -0.110 -0.215 0.050 0.2481
H 1.47983 -1.40401 -0.68167 -0.225 -0.099 0.013 0.1799
C 1.40348 0.44266 1.36556 0.250 0.500 0.042 -0.9235
H 1.41515 0.50193 -2.63860 0.081 -0.054 -0.062 0.2197
H -0.55342 0.96674 1.45725 0.209 0.181 -0.058 0.2732
C -0.33839 -0.25754 -1.03441 -0.352 -0.289 0.317 -0.4731
H 1.51071 -0.91687 -3.44258 0.047 0.193 0.145 0.2541
H -3.11010 -0.44700 3.78534 -0.072 0.028 -0.012 0.3164
```
Forces are in eV/Å.

## Properties
**E**: -345.52127 hartree
**ΔE to the lowest compared entry with this formula, charge and spin**: 144.2 kJ/mol
**Charge**: 0
**SMILES**: CNCCCN.O
**Frontier orbital gap**: 0.347 hartree
**Highest occupied orbital energy**: -8.8 eV



[2]
2 unconnected molecules or ions with the total composition C4H14N2O at a distorted geometry, computed with ωB97M-V/def2-TZVPD.

Structure (XYZ):
```
21
Properties=species:S:1:pos:R:3:forces:R:3:mulliken_charge:R:1
H -0.09071 -0.58251 2.09501 0.325 -0.723 -0.229 0.3778
C 2.03516 0.04815 -0.54382 0.896 -1.985 -2.714 -0.4834
N 1.39169 1.17140 -1.32051 1.035 -1.472 2.529 -0.2363
H 1.78599 2.06692 -1.14006 0.241 1.165 0.725 0.3301
H -0.94147 -0.66579 -0.70051 -0.146 0.141 -2.137 0.3824
H 2.45074 -0.48040 1.67519 -1.476 0.231 -1.964 0.3831
O -3.05373 -2.30782 -0.98835 2.726 -1.646 2.198 -0.6277
H -1.30496 1.37580 1.47026 1.410 -0.416 -1.055 0.3903
H -1.39946 2.50946 0.49245 0.601 1.055 -0.603 0.4195
H 3.26354 0.09512 -0.59458 -2.652 0.344 -0.243 0.3693
C -1.07268 1.46274 0.31139 -2.864 -3.876 -0.630 -0.5953
H 1.45089 0.97024 1.34058 0.627 -1.269 -0.709 0.3084
C 1.65518 -0.08742 0.90604 -0.781 2.590 2.717 -0.3292
H 1.74238 -0.96496 -1.09987 0.809 2.193 0.892 0.3930
H -2.05644 1.36794 -0.44113 2.387 -0.040 0.743 0.4453
N -0.93595 -0.34874 0.23472 0.794 1.803 3.098 -0.1180
C 0.26582 -0.77695 1.07202 -0.078 2.066 0.442 -0.8498
H 0.46037 -1.78108 0.77557 -0.619 -1.279 -0.169 0.4842
H -3.73493 -1.74973 -1.18438 -3.090 2.372 -1.748 0.3122
H -3.25824 -2.41383 -0.03819 0.472 -0.607 -0.412 0.3384
H 1.34681 1.09147 -2.32182 -0.615 -0.649 -0.731 0.3056
```
Forces are in eV/Å.

## Properties
**E**: -344.46252 hartree
**ΔE to the lowest compared entry with this formula, charge and spin**: 1279.7 kJ/mol
**Charge**: +2
**Frontier orbital gap**: 0.133 hartree
**Highest occupied orbital energy**: -17.9 eV



[3]
2 unconnected molecules or ions with the total composition C4H14N2O at a distorted geometry, computed with ωB97M-V/def2-TZVPD.

Structure (XYZ):
```
21
Properties=species:S:1:pos:R:3:forces:R:3:mulliken_charge:R:1
H -1.31947 3.00360 -1.27996 -0.457 0.897 -0.103 0.3593
C -0.78062 0.46756 0.79059 1.012 0.534 -0.350 -0.8097
N 0.51546 -1.57091 0.54854 1.771 -0.843 1.551 -0.0860
H 0.03577 -3.43307 -0.30214 0.129 0.497 -0.325 0.2900
H -0.24370 0.51239 1.71614 1.076 -0.618 0.493 0.4428
O 2.48936 -0.97739 -0.64642 -0.058 0.017 -0.713 -0.5661
H 0.21728 -0.18485 -0.99421 0.213 -0.424 0.866 0.2856
H 0.34045 2.18499 -0.26762 0.596 -0.671 0.219 0.4418
C -0.33051 -0.64264 -0.13493 -0.769 0.168 -2.008 -0.3775
H 2.51244 -1.24611 -1.58899 0.789 0.431 0.808 0.3090
N -1.67405 2.30825 -0.63808 -1.185 -1.155 -0.016 -0.2862
H 1.47966 -3.32225 0.89751 -0.416 0.258 -0.516 0.2598
H -2.56146 2.59050 -0.11542 1.391 -0.150 -1.027 0.3845
H -1.90154 1.49311 -1.25166 -0.195 0.774 0.492 0.3418
H 1.21439 -1.13616 1.24414 -1.423 -0.840 -1.544 0.3476
C -0.54527 1.88936 0.27504 -1.907 0.769 1.998 -0.7524
H -1.73532 0.29331 1.23106 -1.312 0.227 -0.290 0.4467
H -1.10918 -1.22031 -0.69065 0.123 0.378 0.952 0.4142
H 3.34618 -0.69770 -0.31635 0.491 -0.058 -0.693 0.2848
C 0.69683 -2.81585 0.30596 -0.187 -0.083 1.549 -0.0582
H -0.64669 2.50417 1.21745 0.318 -0.107 -1.343 0.3283
```
Forces are in eV/Å.

## Properties
**E**: -344.89052 hartree
**ΔE to the lowest compared entry with this formula, charge and spin**: 156.0 kJ/mol
**Charge**: +2
**Frontier orbital gap**: 0.404 hartree
**Highest occupied orbital energy**: -18.9 eV



[4]
2 unconnected molecules or ions with the total composition C4H14N2O2 at a distorted geometry, computed with ωB97M-V/def2-TZVPD.

Structure (XYZ):
```
22
Properties=species:S:1:pos:R:3:forces:R:3:mulliken_charge:R:1
H -0.38165 2.20892 -1.73036 -0.031 0.214 -0.341 0.3160
C -0.89998 -0.87369 -0.87688 0.648 -0.701 -0.985 0.1955
H -1.19685 -0.21899 -0.05418 -0.279 -0.211 -0.088 -0.3534
C 0.75233 0.74756 2.06421 -0.320 0.015 -0.764 -0.4268
H 0.27518 -0.01954 2.66277 0.245 -0.131 0.443 0.3557
H -2.16701 -2.48378 -1.37714 -0.042 0.108 -0.191 0.2115
C 1.31452 -1.06330 0.42046 0.448 -0.486 0.419 -0.7797
O -1.27632 2.31520 -2.08690 0.303 -0.324 0.661 -0.6381
H -0.73671 -2.95515 -0.69643 0.247 -0.123 -0.077 0.2013
H 1.94688 0.85036 0.50107 0.460 0.225 -0.105 0.2562
H -1.05753 0.90868 1.28739 0.326 0.323 0.154 0.3515
N -1.41962 -2.22729 -0.76171 -0.389 0.176 0.896 -0.5170
O -0.30434 1.50357 1.42457 -0.112 -0.218 0.024 -0.5348
H 0.95863 -1.71166 -1.54744 0.074 -0.315 -0.711 0.3909
H 0.96294 0.04772 -1.38039 0.295 0.154 -0.265 0.2898
N 1.69242 0.14113 1.17024 -0.643 -0.203 -0.220 -0.2737
C 0.63411 -0.88764 -0.94313 -0.534 0.473 1.105 -0.6660
H 2.24770 -1.62152 0.29091 -0.020 0.073 -0.242 0.3014
H -1.25851 -0.45454 -1.81577 -0.145 0.335 0.088 0.3260
H 0.72146 -1.74098 1.05105 -0.104 0.356 0.087 0.3801
H 1.31347 1.47293 2.63890 -0.171 0.095 0.383 0.2905
H -1.78201 2.01581 -1.31827 -0.256 0.165 -0.271 0.3229
```
Forces are in eV/Å.

## Properties
**E**: -420.75970 hartree
**ΔE to the lowest compared entry with this formula, charge and spin**: 119.2 kJ/mol
**Charge**: 0
**SMILES**: NCCCNCO.O
**Frontier orbital gap**: 0.368 hartree
**Highest occupied orbital energy**: -9.2 eV



[5]
A molecular structure, C4H14N2O7P2Pd at a distorted geometry, computed with ωB97M-V/def2-TZVPD.

Structure (XYZ):
```
30
Properties=species:S:1:pos:R:3:forces:R:3:mulliken_charge:R:1
H -2.38307 2.39930 -0.37670 -0.043 0.075 0.021 0.4455
H 0.82446 -0.55718 2.33234 0.005 -0.049 0.289 0.3699
O 0.65833 -1.99774 0.04622 -0.050 -1.020 -0.273 -0.4928
H -3.07931 0.04700 -0.65169 -0.047 0.121 0.100 0.4789
H -1.43758 -0.48229 -0.48930 0.110 -0.116 -0.042 0.3433
C -1.22776 -0.64335 2.04806 0.202 0.118 0.138 -0.6847
C -1.66051 1.61505 -0.60922 0.224 0.352 -0.042 -0.9576
O 2.58784 0.32392 -3.57379 0.062 -0.031 0.181 -0.5522
P 1.78488 0.12890 -2.21314 0.488 -0.011 0.508 0.9986
H -1.08778 -1.58941 1.53429 0.072 -0.028 -0.084 0.3582
H 0.06792 0.87747 2.61090 0.022 0.092 0.130 0.2512
O 0.32572 -0.01362 -2.37602 -0.364 -0.214 -0.672 -0.5706
H 2.66547 -3.82374 -0.63602 -0.026 0.016 0.027 0.3312
O 2.45101 -1.26105 -1.62343 -0.076 0.031 -0.007 -0.1101
P 2.12871 -1.80662 -0.11448 0.210 0.278 0.066 0.9363
N 0.08472 0.06592 2.00706 -0.603 -1.230 0.785 -0.5698
H 2.19664 -0.19368 -4.28650 -0.035 0.034 0.001 0.3437
O 2.99541 -3.13994 -0.04180 -0.008 0.183 -0.077 -0.5630
H -3.27210 -0.24134 1.64223 0.009 -0.072 -0.005 0.3705
H -0.49066 2.45277 0.90729 -0.046 0.189 0.049 0.2593
N -0.34789 1.97551 0.02890 -0.599 0.147 -0.853 -0.6122
Pd 0.90509 0.44302 0.27082 2.191 2.224 0.603 0.5005
C -2.14061 0.27242 -0.14029 -0.249 -0.209 0.049 -0.3377
H 0.17152 2.59198 -0.59150 0.034 0.101 0.055 0.3702
O 2.20205 1.24046 -1.23659 -0.694 -0.787 -0.286 -0.6890
C -2.30300 0.18578 1.38430 -0.167 0.126 0.008 -0.7628
H -2.30487 1.18891 1.84317 -0.080 -0.088 -0.100 0.3007
H -1.48862 -0.84759 3.08482 0.027 0.015 0.174 0.4515
O 2.67523 -0.80384 0.90165 -0.697 -0.226 -0.664 -0.6544
H -1.50126 1.59296 -1.68156 0.130 -0.022 -0.078 0.4475
```
Forces are in eV/Å.

## Properties
**E**: -1607.87455 hartree
**ΔE to the lowest compared entry with this formula, charge and spin**: 41.8 kJ/mol
**Charge**: 0
**Frontier orbital gap**: 0.329 hartree
**Highest occupied orbital energy**: -9.0 eV



[6]
2 unconnected molecules or ions with the total composition C4H14N2OS at a distorted geometry, computed with ωB97M-V/def2-TZVPD.

Structure (XYZ):
```
22
Properties=species:S:1:pos:R:3:forces:R:3:mulliken_charge:R:1
C -1.08203 -1.67044 -1.38401 1.149 0.868 -0.291 -1.3749
C -1.82069 0.60988 -0.60955 -0.748 -0.842 0.895 -0.8837
H 3.11062 0.39627 -0.73749 0.070 0.284 0.472 0.2122
O 1.51368 2.77041 3.23410 -0.688 0.421 -0.907 -0.6464
H -2.06943 0.70620 -1.66337 0.009 0.008 -0.062 0.3122
H 2.99542 0.73813 0.94542 -0.146 0.266 -0.469 0.2497
H 0.77252 2.14670 3.19959 0.282 0.076 0.157 0.3154
H -2.06596 -2.12569 -1.35682 0.119 -0.427 0.377 0.3534
C 1.62536 -0.63887 0.20395 0.113 -0.728 -1.544 -0.5344
H 0.70519 -0.04707 -1.52289 0.502 0.213 -0.109 0.3537
H 1.33767 -0.93804 1.20721 -0.189 0.414 0.156 0.4011
H -1.43523 1.55839 -0.25444 0.161 0.036 0.083 0.4135
H -0.20254 -2.31512 -1.30339 -0.651 -0.753 0.157 0.3448
H -0.97188 -1.26474 -2.40059 -0.183 0.219 0.136 0.3776
H -3.82201 -0.77519 -0.08705 0.170 -0.134 -0.263 0.0944
C -0.83158 -0.53845 -0.36413 0.597 0.548 -0.841 0.2630
N 0.53435 0.03645 -0.52959 -0.804 0.065 0.574 -0.5077
H 1.80041 -1.57482 -0.34608 0.230 -0.242 0.338 0.2806
H 1.26054 3.41683 2.53732 0.413 -0.535 0.708 0.3240
H -0.87907 -0.94103 0.64522 -0.329 0.202 0.148 0.4087
N 2.87281 0.07424 0.19319 -0.068 -0.478 0.286 -0.5376
S -3.34815 0.37596 0.39340 -0.006 0.518 -0.001 -0.2195
```
Forces are in eV/Å.

## Properties
**E**: -743.70890 hartree
**ΔE to the lowest compared entry with this formula, charge and spin**: 65.5 kJ/mol
**Charge**: 0
**SMILES**: C[C@H](CS)NCN.O
**Frontier orbital gap**: 0.348 hartree
**Highest occupied orbital energy**: -8.8 eV



> Among the records above, which one has the highest ΔE to the lowest compared entry with this formula, charge and spin?

number 2



> What is the ΔE to the lowest compared entry with this formula, charge and spin in the first record?

144.2 kJ/mol



> Among the records above, which one has the highest ΔE to the lowest compared entry with this formula, charge and spin?

number 2



> Number 1 is which compound?

C4H14N2O